Record 1
{
  "formula": "C54H45N9O18",
  "method": "the ωB97M-V functional and the def2-TZVPD basis",
  "symbols": ["O", "N", "O", "C", "C", "C", "C", "C", "C", "H", "H", "H", "H", "H", "O", "N", "O", "C", "C", "C", "C", "C", "C", "H", "H", "H", "H", "H", "O", "N", "O", "C", "C", "C", "C", "C", "C", "H", "H", "H", "H", "H", "O", "N", "O", "C", "C", "C", "C", "C", "C", "H", "H", "H", "H", "H", "O", "N", "O", "C", "C", "C", "C", "C", "C", "H", "H", "H", "H", "H", "O", "N", "O", "C", "C", "C", "C", "C", "C", "H", "H", "H", "H", "H", "O", "N", "O", "C", "C", "C", "C", "C", "C", "H", "H", "H", "H", "H", "O", "N", "O", "C", "C", "C", "C", "C", "C", "H", "H", "H", "H", "H", "O", "N", "O", "C", "C", "C", "C", "C", "C", "H", "H", "H", "H", "H"],
  "xyz": [[7.23920, 8.13680, 14.23977], [7.93896, 8.99059, 14.72963], [9.10831, 8.85664, 15.01686], [7.37560, 10.32971, 14.96839], [6.17703, 10.71059, 14.38662], [5.54567, 11.90636, 14.68015], [6.23532, 12.81486, 15.49075], [7.36494, 12.41231, 16.16793], [7.95414, 11.17176, 15.92042], [5.71233, 10.15967, 13.57565], [4.53096, 12.08446, 14.35852], [5.65545, 13.68757, 15.76931], [7.84500, 13.11683, 16.82899], [8.87626, 10.92898, 16.42773], [9.76514, 12.28656, 23.68283], [10.19227, 12.80926, 22.66769], [11.35956, 12.90739, 22.39842], [9.17140, 13.27644, 21.69260], [9.55683, 13.62460, 20.39666], [8.56383, 13.98742, 19.48879], [7.21669, 13.92902, 19.84466], [6.84896, 13.61845, 21.13371], [7.84067, 13.17725, 22.01490], [10.59760, 13.80844, 20.16589], [8.89191, 14.27846, 18.50072], [6.59020, 14.15109, 18.98688], [5.81409, 13.64364, 21.44329], [7.47227, 12.91390, 22.99759], [10.65532, 18.39316, 14.23064], [9.76454, 17.63198, 14.55802], [8.67246, 17.61728, 14.01875], [9.93229, 16.82711, 15.76529], [8.83503, 16.29309, 16.39043], [9.04715, 15.47080, 17.51459], [10.33119, 15.28916, 17.99131], [11.44820, 15.77230, 17.29346], [11.23452, 16.57271, 16.19791], [7.86355, 16.31288, 15.91797], [8.29887, 14.80859, 17.91972], [10.52465, 14.64787, 18.84361], [12.43612, 15.43995, 17.57731], [12.12111, 16.94261, 15.70145], [5.04022, 21.94172, 9.39045], [5.52869, 22.33888, 10.42501], [6.04701, 23.40913, 10.62559], [5.41791, 21.42431, 11.57656], [5.15459, 20.07235, 11.36417], [5.23225, 19.16416, 12.41424], [5.62329, 19.61216, 13.67035], [5.82614, 20.96773, 13.90501], [5.64217, 21.86650, 12.86842], [4.83608, 19.67838, 10.40965], [4.84821, 18.16835, 12.24757], [5.54506, 19.00560, 14.56564], [6.29631, 21.29255, 14.82312], [5.72290, 22.92651, 13.07449], [2.93594, 12.83541, 17.26820], [1.75709, 12.55541, 17.14187], [1.32512, 11.40914, 17.09798], [0.76680, 13.63033, 17.07023], [1.18186, 14.91811, 17.42159], [0.43624, 16.02258, 17.09029], [-0.82088, 15.80984, 16.52036], [-1.26956, 14.55505, 16.17219], [-0.50338, 13.44231, 16.52872], [2.13419, 15.02869, 17.92225], [0.75230, 17.01148, 17.38287], [-1.42255, 16.67017, 16.24743], [-2.20537, 14.38236, 15.66179], [-0.86090, 12.44407, 16.31569], [-3.90854, 19.31671, 18.18854], [-2.71429, 19.09150, 18.23650], [-1.99687, 18.88193, 17.28068], [-2.07650, 18.94969, 19.57474], [-2.42281, 19.73563, 20.64142], [-1.96673, 19.41923, 21.92149], [-1.08986, 18.32167, 22.02973], [-0.64148, 17.59196, 20.91889], [-1.13220, 17.96016, 19.67741], [-3.12397, 20.56092, 20.69034], [-2.38695, 19.83681, 22.82245], [-0.73978, 17.92310, 22.97536], [0.13232, 16.85127, 21.05589], [-0.81242, 17.39741, 18.80807], [2.01540, 16.52471, 22.71025], [3.12232, 16.60003, 22.20070], [3.34999, 16.25776, 21.06709], [4.23974, 17.11729, 22.99286], [3.98933, 17.75018, 24.20134], [5.06945, 18.29643, 24.88237], [6.38782, 18.10874, 24.49740], [6.60391, 17.46133, 23.26978], [5.52789, 17.02019, 22.50348], [2.98879, 17.90763, 24.57488], [4.83290, 18.91573, 25.73915], [7.08330, 18.65645, 25.11776], [7.61382, 17.31558, 22.91333], [5.80764, 16.71639, 21.50436], [5.99272, 15.28492, 17.91877], [5.11572, 15.68635, 18.66053], [4.80269, 15.16192, 19.71924], [4.32012, 16.88228, 18.30507], [3.15325, 17.19904, 18.96302], [2.51481, 18.38728, 18.67268], [3.02187, 19.27936, 17.75899], [4.29253, 19.04513, 17.24091], [4.87382, 17.80187, 17.40320], [2.70650, 16.56744, 19.71975], [1.57284, 18.68039, 19.12448], [2.49319, 20.19113, 17.51822], [4.66780, 19.74304, 16.50270], [5.77841, 17.55190, 16.86378], [2.57731, 20.55043, 14.72454], [1.40354, 20.29300, 14.77007], [0.95611, 19.19648, 15.08369], [0.37525, 21.24586, 14.36963], [-0.77162, 21.29965, 15.15389], [-1.81421, 22.13225, 14.79004], [-1.62842, 23.04490, 13.76869], [-0.45907, 23.03969, 13.02011], [0.53611, 22.12873, 13.29620], [-0.72686, 20.71397, 16.06252], [-2.75089, 22.20016, 15.32710], [-2.45758, 23.67620, 13.47581], [-0.36437, 23.72551, 12.18918], [1.40880, 22.05270, 12.66012]],
  "forces_ev_per_a": [[-0.3, -0.1, -0.1], [0.3, 0.7, -0.3], [0.3, -0.2, 0.2], [-0.6, 0.8, 0.9], [-0.6, -0.4, -1.3], [1.3, 0.2, 0.7], [-2.1, -0.7, 0.5], [0.7, 0.1, -0.6], [0.1, 0.2, -0.3], [0.2, -0.7, 0.4], [0.1, 0.2, -0.4], [0.6, 0.4, 0.0], [0.1, -0.2, 0.2], [-0.1, -0.3, 0.0], [0.1, 0.2, 0.0], [-1.1, -0.5, 0.3], [0.7, 0.4, -0.4], [0.5, -0.7, -0.8], [-0.5, 0.8, 1.1], [0.8, -2.6, 2.7], [1.1, -0.1, -1.1], [0.5, -0.6, -0.1], [-1.4, 1.0, 0.8], [0.1, -0.7, 0.4], [0.4, -3.5, 3.7], [0.0, -0.7, 1.4], [0.0, -0.1, 0.0], [0.6, -0.2, 0.1], [0.3, -0.6, 0.1], [-0.7, 1.4, -0.1], [0.0, -0.5, 0.0], [0.9, -0.1, 0.1], [0.0, -1.2, 0.2], [0.5, 2.5, -3.1], [1.3, 0.0, -0.6], [-1.1, -0.1, 0.4], [0.6, 0.1, -0.1], [0.0, 0.3, 0.1], [-1.7, 3.1, -2.6], [0.1, 0.5, -0.7], [0.1, 0.3, 0.1], [-0.4, 0.2, -0.4], [0.2, 0.3, -0.5], [-1.0, -0.6, 0.9], [0.2, 0.4, -0.3], [0.0, -1.1, 0.5], [0.0, -0.3, -0.2], [-0.5, 0.7, 0.3], [-0.8, 0.2, 0.5], [0.5, -0.4, -0.8], [0.7, 0.9, 0.0], [0.2, 0.4, -0.2], [0.4, -0.2, 0.1], [0.5, -0.5, -0.4], [-0.6, 0.2, 0.3], [0.3, 0.0, -0.2], [-0.3, 0.2, -0.2], [-0.5, -1.2, 0.7], [0.2, 0.6, -0.2], [-0.4, 1.4, -0.3], [0.9, -0.5, -0.1], [-1.1, -0.6, 0.6], [0.0, 1.0, -0.9], [0.4, -0.8, 0.8], [0.5, -0.4, -0.4], [0.1, 0.0, -0.2], [0.1, 0.1, -0.2], [0.0, 0.0, 0.1], [-0.1, 0.2, 0.1], [0.2, 0.0, -0.1], [0.5, 0.2, 0.1], [-0.2, -0.1, 0.6], [0.0, 0.1, -0.4], [0.0, 0.4, -0.7], [-1.1, 0.7, 1.8], [1.0, -2.1, -0.6], [0.1, -0.4, 0.1], [-0.3, 1.5, 0.4], [0.6, -1.2, -0.1], [-0.2, -0.1, -1.1], [0.1, 0.5, -0.1], [-0.1, 0.5, 0.2], [-0.2, -0.3, -0.1], [-0.3, 0.2, 0.0], [0.2, 0.2, 0.3], [-0.6, 0.1, 0.8], [0.5, -0.6, 2.7], [0.0, 0.3, 0.3], [0.2, 0.2, -0.2], [-0.6, 0.0, 0.4], [-1.1, 0.3, -0.7], [0.1, 0.3, 1.0], [1.1, 0.2, -0.2], [-0.1, -0.2, -0.1], [0.2, -0.2, 0.1], [0.7, -0.5, -0.3], [0.0, 0.1, -0.2], [-0.6, -0.5, 0.0], [-0.6, 1.1, -1.3], [-1.6, 0.1, 0.6], [0.6, -0.4, -1.5], [0.9, 1.1, -0.7], [-0.7, -0.2, -0.4], [-0.7, 0.6, -0.3], [1.0, 0.4, 0.4], [-0.9, -0.3, -1.3], [0.5, -0.2, 0.4], [-0.2, 0.2, -1.5], [0.0, -0.5, 0.2], [0.0, 0.0, 0.0], [0.3, 0.0, 0.2], [0.1, 0.0, 0.1], [0.6, 0.8, -0.1], [-1.0, -1.3, -0.4], [0.3, 0.1, 0.3], [-0.6, 1.6, -0.2], [0.7, -0.5, 0.2], [0.1, 0.7, 0.4], [-0.2, -0.4, -0.6], [-0.3, 0.1, -0.1], [0.7, -0.8, 0.2], [-0.6, -0.2, -0.1], [0.1, -0.4, 0.3], [0.1, 0.2, 0.1], [0.1, 0.0, 0.0], [0.1, 0.1, 0.1]],
  "total_energy_ev": -106962.579,
  "homo_lumo_gap_ev": 8.46,
  "molar_mass_g_mol": 1108.0,
  "smiles": "O=[N+]([O-])c1ccccc1.O=[N+]([O-])c1ccccc1.O=[N+]([O-])c1ccccc1.O=[N+]([O-])c1ccccc1.O=[N+]([O-])c1ccccc1.O=[N+]([O-])c1ccccc1.O=[N+]([O-])c1ccccc1.O=[N+]([O-])c1ccccc1.O=[N+]([O-])c1ccccc1",
  "de_lowest_kcal_mol": 159.9
}

---

Record 2
{
  "formula": "C54H45N9O18",
  "method": "the ωB97M-V functional and the def2-TZVPD basis",
  "symbols": ["O", "N", "O", "C", "C", "C", "C", "C", "C", "H", "H", "H", "H", "H", "O", "N", "O", "C", "C", "C", "C", "C", "C", "H", "H", "H", "H", "H", "O", "N", "O", "C", "C", "C", "C", "C", "C", "H", "H", "H", "H", "H", "O", "N", "O", "C", "C", "C", "C", "C", "C", "H", "H", "H", "H", "H", "O", "N", "O", "C", "C", "C", "C", "C", "C", "H", "H", "H", "H", "H", "O", "N", "O", "C", "C", "C", "C", "C", "C", "H", "H", "H", "H", "H", "O", "N", "O", "C", "C", "C", "C", "C", "C", "H", "H", "H", "H", "H", "O", "N", "O", "C", "C", "C", "C", "C", "C", "H", "H", "H", "H", "H", "O", "N", "O", "C", "C", "C", "C", "C", "C", "H", "H", "H", "H", "H"],
  "xyz": [[-2.54187, -4.26944, -3.56719], [-1.96756, -3.49997, -2.83825], [-2.55454, -2.75430, -2.04227], [-0.44334, -3.41421, -2.81550], [0.32142, -4.16350, -3.68765], [1.69776, -4.07930, -3.71264], [2.36632, -3.14799, -2.91460], [1.64757, -2.40948, -1.98509], [0.21161, -2.55561, -1.90789], [-0.16781, -4.82872, -4.38372], [2.34106, -4.75850, -4.25232], [3.44028, -3.10612, -2.80857], [2.19575, -1.77117, -1.30798], [-0.37396, -2.02256, -1.17349], [-1.44334, -5.52273, -0.40655], [-2.62602, -5.75370, -0.17905], [-3.21056, -6.76678, -0.59589], [-3.38853, -4.71951, 0.61371], [-2.71340, -3.64663, 1.15083], [-3.46614, -2.61476, 1.72149], [-4.86033, -2.70966, 1.89117], [-5.53235, -3.80197, 1.42442], [-4.77069, -4.82458, 0.79377], [-1.63525, -3.63325, 1.08915], [-2.94527, -1.78385, 2.17391], [-5.30015, -1.94179, 2.51032], [-6.61085, -3.81018, 1.36801], [-5.29102, -5.62966, 0.29628], [3.64871, -3.08070, 2.49393], [2.86862, -3.10243, 1.51630], [1.99702, -2.22735, 1.27215], [2.83370, -4.31109, 0.67571], [1.68522, -4.86508, 0.13440], [1.75597, -6.02499, -0.65271], [2.95459, -6.68337, -0.85306], [4.11016, -6.09945, -0.41808], [4.01889, -4.94770, 0.36093], [0.75269, -4.35192, 0.31730], [0.84442, -6.41469, -1.08124], [3.07597, -7.66230, -1.29277], [5.05715, -6.55087, -0.67466], [4.93605, -4.44299, 0.62643], [-2.95202, 1.17785, -3.17466], [-2.99829, 1.28860, -1.94896], [-3.84152, 1.82924, -1.29985], [-1.81217, 0.93117, -1.20668], [-1.90587, 0.46403, 0.09894], [-0.79736, 0.20718, 0.84776], [0.50391, 0.33930, 0.31325], [0.54159, 0.74819, -1.04060], [-0.56589, 1.03517, -1.77575], [-2.88605, 0.26167, 0.50475], [-0.96749, -0.02168, 1.88944], [1.40883, 0.20823, 0.88800], [1.53915, 0.90812, -1.42233], [-0.45921, 1.45582, -2.76473], [3.04315, -2.25535, 7.86732], [3.19554, -1.79363, 6.75788], [4.05578, -2.15583, 5.95283], [2.19758, -0.81437, 6.23862], [2.12040, -0.46099, 4.86422], [1.12875, 0.41859, 4.31557], [0.15126, 0.92014, 5.22165], [0.27833, 0.61182, 6.59191], [1.22499, -0.24428, 7.11670], [2.85964, -0.79588, 4.15164], [1.07792, 0.63522, 3.25874], [-0.61437, 1.63929, 4.97062], [-0.46849, 0.96559, 7.28726], [1.19455, -0.66970, 8.10891], [-4.21473, 0.13658, 5.49498], [-3.55553, 0.81798, 4.71959], [-3.04144, 0.39069, 3.67568], [-3.48612, 2.30223, 5.04723], [-3.70287, 2.73371, 6.36464], [-3.59402, 4.11228, 6.70097], [-3.41404, 5.00484, 5.62204], [-3.18576, 4.58150, 4.33790], [-3.15507, 3.21836, 4.03026], [-3.92611, 2.05451, 7.17411], [-3.82702, 4.40027, 7.71547], [-3.56382, 6.05546, 5.82241], [-3.04944, 5.24703, 3.49832], [-3.02244, 2.87094, 3.01630], [4.90136, -0.23168, -6.01990], [3.92672, 0.50735, -5.76049], [4.11238, 1.61431, -5.21617], [2.58760, -0.02699, -5.91499], [2.34519, -1.06889, -6.82532], [1.06646, -1.65820, -6.85035], [0.09131, -1.17325, -5.97061], [0.30542, -0.10229, -5.12029], [1.58151, 0.45687, -5.11815], [3.15706, -1.40996, -7.45058], [0.92071, -2.50280, -7.50747], [-0.88369, -1.63775, -5.96613], [-0.54101, 0.20502, -4.52405], [1.70025, 1.29529, -4.44780], [0.34401, 3.85726, -0.27922], [-0.20980, 4.16978, -1.35181], [0.36287, 4.23686, -2.41397], [-1.66319, 4.55960, -1.27873], [-2.32253, 4.49792, -0.07832], [-3.70434, 4.73290, -0.00023], [-4.32893, 5.21574, -1.21452], [-3.61779, 5.25253, -2.40193], [-2.30819, 4.98693, -2.45440], [-1.83044, 4.29995, 0.86246], [-4.32514, 4.62417, 0.87681], [-5.36971, 5.50295, -1.24097], [-4.06551, 5.47731, -3.35870], [-1.81291, 5.02331, -3.41344], [3.17771, 2.49724, 0.54516], [3.65725, 2.48393, -0.58705], [3.80121, 1.51121, -1.29384], [3.97525, 3.72710, -1.21648], [3.91970, 3.85209, -2.59401], [4.27504, 5.07544, -3.15442], [4.56453, 6.20222, -2.35647], [4.84407, 6.03235, -1.07961], [4.43122, 4.84115, -0.47225], [3.67395, 3.03313, -3.25379], [4.28467, 5.17725, -4.22958], [4.68832, 7.21052, -2.72306], [5.24244, 6.81221, -0.44752], [4.61279, 4.78489, 0.59089]],
  "forces_ev_per_a": [[0.6, -0.2, -0.3], [0.2, 1.0, 1.6], [0.8, -0.7, -0.8], [0.5, 0.9, 0.6], [-0.5, -0.7, -0.8], [0.9, 0.5, 0.6], [-0.7, -0.3, 1.0], [-2.1, -0.4, -0.4], [0.9, -0.1, -0.7], [-0.2, -0.2, 0.1], [-0.4, -0.1, -0.5], [0.2, 0.0, -0.6], [-0.3, 0.2, 0.2], [0.0, 0.1, 0.0], [-0.8, 0.0, 0.3], [-0.6, -1.0, -0.5], [0.6, 1.9, 0.9], [-1.0, -0.5, 0.2], [-0.1, 0.7, -0.1], [0.2, -0.8, 0.5], [1.6, 0.6, 0.5], [0.9, -1.2, -1.3], [-0.5, 0.4, -0.7], [0.0, 0.3, 0.0], [0.0, 0.1, 0.0], [-0.4, 0.2, -0.3], [0.0, -0.4, 0.4], [0.0, -0.2, 0.1], [-1.5, 0.2, -2.5], [-1.1, 0.7, 1.6], [2.0, -1.6, 0.5], [0.6, -1.2, -0.7], [-0.5, 0.4, -0.1], [-0.6, 0.3, 0.5], [0.0, -0.3, -0.1], [0.1, 0.8, 0.8], [1.6, 0.7, -0.1], [-0.2, -0.2, -0.1], [-0.1, 0.0, 0.2], [-0.6, 0.0, -0.5], [0.2, 0.2, 0.2], [0.2, -0.1, 0.4], [-0.5, -0.1, 0.8], [1.9, 0.3, -1.2], [-1.9, 0.3, 0.3], [0.9, -1.2, 0.8], [-1.4, 0.2, -0.8], [1.7, 0.0, 0.6], [-1.9, 0.6, -1.1], [1.9, -0.4, 1.9], [-0.5, 0.6, -0.9], [-0.1, 0.2, 0.2], [0.2, -0.3, 0.1], [0.0, -0.1, -0.1], [0.0, 0.0, -0.5], [0.0, -0.1, -0.1], [0.0, 0.4, 0.1], [0.1, -0.5, -1.8], [-0.6, 0.5, 1.0], [-1.8, 1.7, -0.7], [0.0, 0.6, -0.1], [-0.5, -0.8, 2.7], [1.8, -0.3, 0.3], [-0.5, -0.2, -0.2], [1.4, -1.6, -1.3], [0.2, -0.4, 0.2], [0.2, 0.0, 0.0], [-0.1, -0.1, -0.5], [-0.1, 0.2, 0.0], [0.0, 0.5, 0.3], [0.8, 0.5, -0.6], [-0.7, -0.1, -0.3], [-0.5, 1.0, 1.5], [0.7, 0.3, -0.2], [0.5, 0.8, 0.2], [-0.6, -1.5, -2.2], [-0.5, 0.3, 1.6], [0.2, -1.2, -0.8], [-0.7, -0.6, 0.9], [0.0, -0.3, -0.3], [0.2, 0.3, -0.1], [0.4, 0.2, 0.0], [0.0, 0.4, 0.2], [0.2, -0.1, 0.0], [-2.1, 0.9, -0.2], [3.2, 0.4, 1.5], [-1.1, -1.5, -1.1], [-0.6, -0.7, -0.8], [-0.4, 0.0, 0.6], [1.3, 0.9, 0.6], [-0.3, -0.6, -0.6], [0.6, -0.9, -1.0], [-1.2, 1.0, 1.1], [0.0, -0.1, 0.0], [-0.3, 0.0, 0.0], [-0.1, -0.1, -0.1], [0.3, 0.4, 0.2], [0.6, 0.1, 0.0], [-1.0, 0.4, -1.7], [0.3, 0.4, 2.2], [-0.2, -0.2, -0.2], [0.6, 0.3, -1.1], [-1.1, -0.2, 1.4], [-0.3, 1.5, -3.2], [0.4, -1.1, 1.7], [-1.6, 0.7, -0.2], [2.5, -1.4, 0.6], [0.5, -0.4, -0.3], [0.4, 0.0, 0.2], [-0.1, -0.2, 0.2], [-0.5, 0.3, 0.2], [0.4, -0.1, 0.2], [0.7, -0.3, -0.8], [-1.2, 0.3, 0.7], [0.0, -0.9, 0.2], [0.9, 2.8, 0.4], [0.6, 0.4, -0.6], [-0.8, 0.5, 0.1], [0.3, 0.0, -3.3], [-0.9, -1.2, 3.5], [0.6, -1.1, 0.3], [0.0, -0.1, 0.2], [-0.3, 0.0, -0.1], [0.1, -0.1, -0.8], [-0.1, 0.1, 0.0], [-0.3, -0.5, 0.1]],
  "total_energy_ev": -106967.086,
  "homo_lumo_gap_ev": 8.51,
  "molar_mass_g_mol": 1108.0,
  "smiles": "O=[N+]([O-])c1ccccc1.O=[N+]([O-])c1ccccc1.O=[N+]([O-])c1ccccc1.O=[N+]([O-])c1ccccc1.O=[N+]([O-])c1ccccc1.O=[N+]([O-])c1ccccc1.O=[N+]([O-])c1ccccc1.O=[N+]([O-])c1ccccc1.O=[N+]([O-])c1ccccc1",
  "de_lowest_kcal_mol": 55.9
}